Entry 1:
{
  "formula": "C18H25N4O",
  "method": "wB97M-V/def2-TZVPD",
  "symbols": ["C", "C", "C", "C", "C", "N", "C", "C", "C", "C", "C", "O", "N", "C", "N", "C", "C", "C", "C", "C", "N", "C", "C", "H", "H", "H", "H", "H", "H", "H", "H", "H", "H", "H", "H", "H", "H", "H", "H", "H", "H", "H", "H", "H", "H", "H", "H", "H"],
  "coordinates": [[4.492, 1.943, -1.440], [3.594, 2.074, -2.519], [2.328, 1.572, -2.435], [1.913, 0.915, -1.257], [0.662, 0.346, -1.001], [-0.430, 0.413, -1.995], [-1.257, 1.643, -1.913], [-2.631, 1.293, -2.519], [-3.746, 2.265, -2.100], [-4.875, 1.326, -1.666], [-4.100, 0.114, -1.162], [-2.986, 0.000, -2.045], [0.314, -0.259, 0.090], [1.254, -0.348, 1.084], [0.907, -0.960, 2.208], [-0.370, -1.603, 2.400], [-0.200, -3.131, 2.428], [1.165, -3.504, 3.020], [1.609, -2.443, 4.022], [1.870, -1.130, 3.281], [2.475, 0.164, 0.973], [2.825, 0.775, -0.153], [4.126, 1.313, -0.287], [5.486, 2.351, -1.539], [3.919, 2.577, -3.417], [1.650, 1.678, -3.271], [-0.064, 0.278, -2.943], [-1.126, -0.341, -1.783], [-0.778, 2.477, -2.424], [-1.370, 1.884, -0.854], [-2.542, 1.225, -3.610], [-4.041, 2.920, -2.914], [-3.417, 2.880, -1.262], [-5.513, 1.759, -0.901], [-5.487, 1.045, -2.523], [-4.656, -0.820, -1.215], [-3.745, 0.269, -0.135], [-1.043, -1.300, 1.600], [-0.779, -1.254, 3.353], [-1.003, -3.559, 3.026], [-0.284, -3.536, 1.419], [1.912, -3.568, 2.226], [1.108, -4.480, 3.500], [0.838, -2.314, 4.783], [2.523, -2.751, 4.527], [2.864, -1.128, 2.832], [1.806, -0.277, 3.966], [4.802, 1.204, 0.545]],
  "total_charge": 1,
  "smiles": "c1ccc2c([NH2+]C[C@@H]3CCCO3)nc(N3CCCCC3)nc2c1"
}

Entry 2:
{
  "formula": "C5H9FN",
  "method": "wB97M-V/def2-TZVPD",
  "symbols": ["C", "C", "C", "C", "C", "N", "F", "H", "H", "H", "H", "H", "H", "H", "H", "H"],
  "coordinates": [[0.631, 1.243, -2.522], [1.681, 0.171, -2.671], [-1.138, -1.031, 3.244], [0.579, -0.206, -0.276], [0.858, 0.255, -1.464], [-1.964, -0.306, 2.617], [-0.416, 0.364, 0.497], [0.936, 2.265, -2.343], [-0.267, 1.170, -3.119], [1.501, -0.648, -3.354], [2.722, 0.449, -2.597], [-0.167, -1.268, 2.820], [-1.376, -1.432, 4.224], [1.027, -1.040, 0.243], [-1.729, 0.088, 1.697], [-2.877, -0.074, 3.004]],
  "total_charge": 1
}

Entry 3:
{
  "formula": "C24H27N4O6PPbSe2",
  "method": "wB97M-V/def2-TZVPD",
  "symbols": ["Pb", "N", "C", "C", "O", "N", "C", "C", "O", "O", "H", "H", "H", "H", "H", "H", "Se", "P", "Se", "C", "C", "C", "C", "C", "C", "C", "C", "C", "C", "C", "C", "H", "H", "H", "H", "H", "H", "H", "H", "H", "H", "C", "C", "C", "C", "C", "C", "O", "N", "C", "O", "N", "C", "O", "H", "H", "H", "H", "H", "H", "H", "H", "H", "H", "H"],
  "coordinates": [[0.409, -1.892, 1.087], [-1.382, -0.536, 2.295], [-0.973, -0.295, 3.671], [-0.115, -1.429, 4.271], [-0.126, -1.573, 5.500], [0.580, -2.096, 3.375], [1.359, -3.234, 3.807], [1.146, -4.453, 2.867], [1.363, -5.573, 3.321], [0.797, -4.200, 1.676], [-1.459, 0.346, 1.792], [-2.263, -1.033, 2.254], [-1.831, -0.141, 4.339], [-0.365, 0.612, 3.691], [1.116, -3.513, 4.837], [2.432, -2.991, 3.748], [-2.362, -2.392, -0.353], [-1.639, -1.756, -2.295], [0.129, -2.581, -3.155], [-3.068, -2.052, -3.406], [-4.257, -1.370, -3.173], [-5.359, -1.620, -3.968], [-5.284, -2.558, -4.987], [-4.103, -3.248, -5.204], [-2.996, -2.995, -4.416], [-1.569, 0.079, -2.443], [-1.052, 0.611, -3.618], [-1.018, 1.980, -3.800], [-1.502, 2.819, -2.807], [-2.029, 2.289, -1.640], [-2.065, 0.917, -1.458], [-4.308, -0.673, -2.348], [-6.284, -1.084, -3.791], [-6.153, -2.759, -5.603], [-4.041, -3.989, -5.991], [-2.063, -3.527, -4.559], [-0.661, -0.056, -4.374], [-0.616, 2.397, -4.715], [-1.456, 3.892, -2.944], [-2.399, 2.946, -0.866], [-2.461, 0.493, -0.544], [3.063, 1.635, 3.783], [3.991, 1.677, 2.574], [3.213, 1.847, 1.252], [4.177, 1.805, 0.050], [3.433, 1.916, -1.278], [2.532, 3.203, 1.267], [3.146, 4.255, 1.332], [1.181, 3.175, 1.205], [0.347, 2.013, 1.173], [-0.857, 2.215, 1.224], [0.933, 0.833, 1.089], [2.252, 0.659, 1.122], [2.733, -0.471, 1.058], [3.642, 1.526, 4.699], [2.380, 0.791, 3.710], [2.479, 2.553, 3.854], [4.548, 0.740, 2.515], [4.698, 2.508, 2.668], [4.710, 0.852, 0.081], [4.897, 2.622, 0.149], [2.731, 1.092, -1.386], [4.136, 1.879, -2.109], [2.881, 2.854, -1.337], [0.683, 4.058, 1.232]],
  "total_charge": -2
}

Entry 4:
{
  "formula": "C3H6N2",
  "method": "wB97M-V/def2-TZVPD",
  "symbols": ["H", "N", "C", "N", "C", "C", "H", "H", "H", "H", "H"],
  "coordinates": [[1.455, 1.132, 0.444], [2.087, 0.320, 0.232], [1.235, -0.381, -0.423], [-0.022, -0.572, -0.558], [-1.099, 0.671, -0.345], [-0.909, -0.452, 0.636], [1.717, -1.380, -0.719], [-1.869, 0.242, -1.346], [-0.696, 1.792, -0.260], [-0.435, -0.086, 1.547], [-1.465, -1.287, 0.791]],
  "smiles": "[H]/N=C\\N1CC1"
}

Entry 5:
{
  "formula": "C9H10N2O2",
  "method": "wB97M-V/def2-TZVPD",
  "symbols": ["N", "N", "C", "O", "C", "C", "C", "C", "C", "C", "C", "C", "O", "H", "H", "H", "H", "H", "H", "H", "H", "H", "H"],
  "coordinates": [[3.129, 1.799, -0.329], [3.194, 0.429, -0.345], [2.508, -0.595, 0.164], [3.054, -1.686, 0.302], [1.088, -0.464, 0.603], [0.318, -1.480, -0.198], [-1.003, -0.776, -0.197], [-2.378, -1.297, -0.249], [-3.420, -0.386, -0.173], [-3.172, 1.006, 0.129], [-1.832, 1.422, 0.240], [-0.829, 0.528, 0.035], [0.565, 0.852, 0.154], [2.381, 2.066, -1.045], [2.764, 2.122, 0.654], [4.119, 0.039, -0.533], [0.938, -0.476, 1.679], [0.612, -1.551, -1.293], [0.301, -2.438, 0.247], [-2.544, -2.417, -0.353], [-4.435, -0.861, -0.261], [-4.001, 1.605, 0.381], [-1.356, 2.560, 0.385]],
  "smiles": "NNC(=O)[C@@H]1Cc2ccccc2O1"
}

Entry 6:
{
  "formula": "C42H41Cl2IrN5O2P2STe2",
  "method": "wB97M-V/def2-TZVPD",
  "symbols": ["Ir", "C", "C", "N", "N", "C", "N", "S", "C", "C", "C", "C", "C", "N", "H", "H", "H", "H", "H", "H", "H", "H", "H", "H", "Te", "C", "C", "C", "N", "C", "C", "C", "P", "C", "C", "C", "C", "C", "C", "C", "C", "C", "C", "C", "C", "P", "C", "C", "C", "C", "C", "C", "C", "C", "C", "C", "C", "C", "H", "H", "H", "H", "H", "H", "H", "H", "H", "H", "H", "H", "H", "H", "H", "H", "H", "H", "H", "H", "H", "H", "H", "H", "C", "Te", "C", "H", "H", "H", "H", "H", "H", "Cl", "C", "Cl", "C", "O", "O", "H"],
  "coordinates": [[-0.163, -0.667, 0.559], [0.481, -0.583, 4.886], [0.526, -0.423, 3.403], [-0.391, -0.823, 2.603], [-1.553, -1.404, 3.033], [-2.466, -1.813, 2.128], [-3.596, -2.334, 2.615], [-2.216, -1.744, 0.445], [1.645, 0.242, 2.702], [2.672, 0.860, 3.386], [3.678, 1.504, 2.674], [3.624, 1.490, 1.299], [2.565, 0.846, 0.672], [1.588, 0.252, 1.343], [-0.075, -1.475, 5.175], [0.029, 0.291, 5.361], [1.484, -0.699, 5.288], [-1.739, -1.442, 4.025], [-3.854, -2.238, 3.585], [-4.347, -2.511, 1.966], [2.691, 0.852, 4.466], [4.485, 1.998, 3.197], [4.386, 1.962, 0.695], [2.510, 0.783, -0.403], [-1.622, 2.646, -2.996], [0.103, 3.726, -3.596], [0.931, 3.246, -4.602], [2.063, 3.977, -4.939], [2.395, 5.125, -4.356], [1.578, 5.597, -3.420], [0.425, 4.940, -3.005], [-0.795, 1.335, -1.609], [-1.041, 1.417, 0.093], [-0.299, 2.951, 0.748], [0.858, 3.406, 0.113], [1.444, 4.608, 0.473], [0.872, 5.386, 1.470], [-0.294, 4.960, 2.090], [-0.879, 3.755, 1.730], [-2.750, 1.453, 0.720], [-3.834, 1.471, -0.148], [-5.133, 1.418, 0.346], [-5.356, 1.349, 1.712], [-4.277, 1.331, 2.589], [-2.983, 1.376, 2.093], [-0.070, -0.239, -1.750], [-0.990, -1.253, -2.941], [-2.372, -1.368, -2.786], [-3.138, -2.008, -3.744], [-2.534, -2.529, -4.882], [-1.166, -2.404, -5.055], [-0.393, -1.770, -4.090], [1.647, -0.280, -2.316], [2.358, -1.482, -2.278], [3.690, -1.510, -2.654], [4.325, -0.343, -3.069], [3.623, 0.853, -3.110], [2.286, 0.883, -2.734], [0.707, 2.323, -5.121], [2.731, 3.621, -5.716], [1.855, 6.546, -2.974], [-0.195, 5.369, -2.228], [1.264, 2.841, -0.716], [2.331, 4.951, -0.045], [1.316, 6.334, 1.741], [-0.762, 5.578, 2.845], [-1.806, 3.467, 2.206], [-3.673, 1.517, -1.217], [-5.969, 1.443, -0.340], [-6.367, 1.326, 2.096], [-4.449, 1.305, 3.658], [-2.145, 1.376, 2.784], [-2.863, -0.915, -1.933], [-4.210, -2.084, -3.617], [-3.134, -3.015, -5.639], [-0.694, -2.793, -5.947], [0.672, -1.673, -4.246], [1.875, -2.390, -1.938], [4.239, -2.442, -2.621], [5.365, -0.371, -3.366], [4.107, 1.761, -3.447], [1.730, 1.811, -2.782], [0.362, -6.706, 1.543], [-1.091, -5.218, 1.199], [-2.457, -5.988, 2.632], [-0.103, -7.674, 1.367], [0.697, -6.606, 2.572], [1.188, -6.541, 0.859], [-1.953, -6.750, 3.220], [-3.302, -6.415, 2.096], [-2.798, -5.180, 3.274], [3.350, -4.874, 0.593], [2.995, -3.477, 1.634], [3.980, -2.096, 1.171], [1.481, -3.213, 1.547], [0.804, -3.772, 2.439], [1.029, -2.566, 0.573], [3.257, -3.753, 2.649]],
  "total_charge": 2,
  "multiplicity": 2,
  "s_squared": 0.754
}

Entry 7:
{
  "formula": "C2H6NO2",
  "method": "wB97M-V/def2-TZVPD",
  "symbols": ["C", "C", "N", "O", "O", "H", "H", "H", "H", "H", "H"],
  "coordinates": [[1.427, 0.000, 0.110], [0.218, -0.638, -0.431], [-1.480, 1.055, -0.380], [-2.303, -0.012, 0.228], [-0.411, -1.571, 0.075], [1.537, -0.157, 1.266], [2.432, -0.184, -0.310], [1.463, 1.023, 0.109], [0.065, -0.435, -1.442], [-1.247, 1.700, 0.321], [-1.700, -0.780, 0.454]],
  "total_charge": -1
}

Entry 8:
{
  "formula": "C5H8O",
  "method": "wB97M-V/def2-TZVPD",
  "symbols": ["O", "C", "C", "C", "C", "C", "H", "H", "H", "H", "H", "H", "H", "H"],
  "coordinates": [[-0.717, 2.181, 0.238], [-0.660, 0.925, 0.729], [-1.131, -0.882, -0.306], [0.293, -1.078, 0.057], [1.203, -0.108, -0.618], [0.643, 0.225, 0.747], [0.066, 2.340, -0.316], [-1.577, 0.326, 0.755], [-1.401, -0.811, -1.356], [-1.847, -1.510, 0.252], [0.683, -2.030, 0.404], [0.838, 0.414, -1.505], [2.260, -0.353, -0.649], [1.346, 0.363, 1.569]]
}

Entry 9:
{
  "formula": "C36H109N9O14",
  "method": "wB97M-V/def2-TZVPD",
  "symbols": ["O", "H", "H", "O", "H", "H", "O", "H", "H", "O", "H", "H", "O", "H", "H", "C", "C", "C", "O", "C", "N", "H", "H", "H", "H", "H", "H", "H", "H", "H", "H", "H", "C", "C", "C", "O", "C", "N", "H", "H", "H", "H", "H", "H", "H", "H", "H", "H", "H", "C", "C", "C", "O", "C", "N", "H", "H", "H", "H", "H", "H", "H", "H", "H", "H", "H", "C", "C", "C", "O", "C", "N", "H", "H", "H", "H", "H", "H", "H", "H", "H", "H", "H", "C", "C", "C", "O", "C", "N", "H", "H", "H", "H", "H", "H", "H", "H", "H", "H", "H", "C", "C", "C", "O", "C", "N", "H", "H", "H", "H", "H", "H", "H", "H", "H", "H", "H", "C", "C", "C", "O", "C", "N", "H", "H", "H", "H", "H", "H", "H", "H", "H", "H", "H", "C", "C", "C", "O", "C", "N", "H", "H", "H", "H", "H", "H", "H", "H", "H", "H", "H", "C", "C", "C", "O", "C", "N", "H", "H", "H", "H", "H", "H", "H", "H", "H", "H", "H"],
  "coordinates": [[-0.093, -1.690, 2.569], [-0.047, -0.853, 2.147], [0.269, -2.299, 1.892], [0.636, -0.527, -3.961], [1.245, 0.241, -4.023], [0.142, -0.444, -4.780], [0.465, -1.953, 5.792], [0.290, -1.012, 5.512], [-0.026, -2.353, 5.076], [4.047, 2.354, 1.320], [3.616, 1.487, 1.370], [4.452, 2.343, 2.242], [0.558, 0.154, 0.007], [0.014, -0.214, -0.725], [0.471, 1.128, -0.073], [-0.942, 1.459, 4.392], [-0.967, 1.807, 2.947], [-1.971, 2.822, 2.557], [-2.202, 2.794, 1.127], [-3.306, 3.637, 0.813], [0.337, 2.319, 2.595], [0.003, 0.965, 4.635], [-1.750, 0.859, 4.820], [-0.856, 2.374, 5.032], [-1.139, 0.861, 2.417], [-1.712, 3.822, 2.905], [-2.960, 2.639, 3.072], [-3.049, 4.727, 0.980], [-4.141, 3.524, 1.558], [-3.745, 3.410, -0.150], [1.120, 1.704, 2.857], [0.394, 2.594, 1.597], [0.732, 5.847, 2.478], [1.638, 6.380, 1.368], [2.684, 7.323, 1.898], [3.604, 7.823, 0.963], [3.033, 8.828, 0.136], [2.081, 5.267, 0.569], [-0.308, 5.872, 2.184], [0.834, 6.578, 3.283], [1.113, 4.884, 2.833], [1.019, 7.049, 0.716], [3.226, 6.866, 2.720], [2.181, 8.157, 2.385], [2.288, 8.414, -0.554], [3.880, 9.313, -0.392], [2.471, 9.583, 0.717], [2.575, 5.532, -0.300], [2.695, 4.568, 1.016], [0.579, -2.272, -7.073], [-0.822, -1.790, -6.781], [-1.432, -2.872, -5.881], [-2.569, -2.319, -5.202], [-3.230, -3.084, -4.234], [-0.752, -0.510, -6.143], [1.163, -2.106, -6.149], [1.146, -1.962, -7.984], [0.511, -3.309, -7.151], [-1.484, -1.843, -7.597], [-0.704, -3.182, -5.071], [-1.717, -3.742, -6.521], [-3.861, -3.841, -4.753], [-3.794, -2.359, -3.655], [-2.559, -3.575, -3.535], [-0.706, 0.238, -6.838], [-1.625, -0.411, -5.629], [-6.643, -2.194, 1.662], [-6.334, -2.475, 3.153], [-5.308, -1.500, 3.676], [-4.145, -1.682, 2.899], [-3.384, -0.472, 2.883], [-7.602, -2.565, 3.887], [-7.359, -1.341, 1.672], [-7.269, -3.053, 1.400], [-5.751, -1.936, 1.067], [-5.866, -3.455, 3.225], [-5.003, -1.610, 4.745], [-5.677, -0.471, 3.548], [-3.928, 0.406, 2.507], [-2.535, -0.680, 2.249], [-3.076, -0.309, 3.933], [-8.157, -1.733, 3.760], [-8.157, -3.378, 3.622], [1.266, -5.494, 1.102], [0.492, -4.524, 0.189], [-1.010, -4.544, 0.379], [-1.774, -3.885, -0.571], [-3.118, -4.298, -0.438], [0.925, -3.191, 0.446], [0.970, -6.550, 0.922], [1.113, -5.261, 2.157], [2.345, -5.361, 0.917], [0.703, -4.824, -0.793], [-1.224, -4.057, 1.335], [-1.289, -5.656, 0.415], [-3.499, -3.820, 0.458], [-3.198, -5.374, -0.394], [-3.752, -3.968, -1.260], [1.939, -3.078, 0.301], [0.442, -2.505, -0.167], [0.419, 3.979, -3.064], [0.674, 2.773, -2.192], [2.136, 2.285, -2.128], [2.511, 1.625, -3.350], [3.897, 1.346, -3.427], [0.115, 2.981, -0.845], [-0.611, 4.156, -3.466], [1.095, 3.953, -3.932], [0.645, 4.910, -2.552], [0.120, 1.975, -2.635], [2.250, 1.572, -1.316], [2.902, 3.090, -1.977], [4.038, 0.822, -4.434], [4.095, 0.673, -2.606], [4.580, 2.169, -3.468], [-0.850, 2.692, -0.623], [0.291, 3.945, -0.527], [-3.241, -0.147, -0.306], [-2.811, -0.090, -1.835], [-2.719, 1.292, -2.366], [-4.010, 1.959, -2.152], [-4.953, 1.482, -3.126], [-1.505, -0.781, -2.003], [-3.246, -1.222, -0.060], [-4.176, 0.393, -0.199], [-2.419, 0.344, 0.222], [-3.645, -0.515, -2.385], [-2.440, 1.287, -3.447], [-1.967, 1.896, -1.843], [-5.875, 2.091, -3.006], [-5.200, 0.416, -3.003], [-4.612, 1.715, -4.131], [-1.685, -1.781, -1.899], [-0.945, -0.594, -2.805], [3.856, -2.350, 3.167], [3.024, -1.120, 3.100], [3.418, -0.117, 4.175], [2.549, 0.967, 4.043], [2.699, 2.159, 4.821], [3.201, -0.507, 1.747], [3.491, -3.040, 2.387], [3.904, -2.838, 4.167], [4.902, -2.170, 2.874], [1.989, -1.433, 3.287], [4.517, 0.138, 4.057], [3.250, -0.632, 5.155], [3.790, 2.285, 5.107], [2.019, 2.075, 5.636], [2.390, 3.030, 4.153], [3.316, -1.318, 1.147], [2.273, -0.208, 1.485], [5.895, -3.535, -0.138], [4.674, -4.414, -0.326], [3.763, -3.800, -1.461], [3.482, -2.423, -1.088], [2.860, -1.671, -2.147], [5.074, -5.741, -0.694], [6.491, -3.443, -1.053], [6.543, -3.749, 0.697], [5.511, -2.524, 0.110], [4.081, -4.403, 0.616], [2.852, -4.431, -1.568], [4.419, -3.946, -2.305], [2.870, -0.666, -1.840], [1.868, -2.073, -2.513], [3.494, -1.786, -3.014], [6.031, -5.752, -1.013], [4.471, -6.433, -1.110]]
}

Here are the calculated energy numbers, same order: -27074.294 -9529.043 -188809.073 -6183.866 -16568.115 -127636.197 -7753.023 -7357.663 -81170.786 (eV).